No. 1
The molecule C5H9NO4S, computed with ωB97M-V/def2-TZVPD.

Calculated values
Total charge: 0
Total energy, a.u.: -949.602293
Gap between HOMO and LUMO, eV: 7.79
Highest occupied orbital energy, eV: -8.638
LUMO, eV: -0.85

Geometry as XYZ:
```
20
Properties=species:S:1:pos:R:3:forces:R:3
C 1.32684 1.23863 0.84527 1.2 0.7 -1.5
C 0.35815 1.09351 -1.55478 0.4 -2.0 2.1
C 0.33441 0.07445 1.08336 -0.8 1.2 1.5
C -0.69526 -0.14499 0.04884 2.9 -1.3 -3.6
C -0.84991 -1.60307 -0.49836 -1.2 0.5 3.3
N -1.84986 0.61499 0.02351 -0.6 0.3 0.0
O -2.82202 0.23450 -0.63164 0.3 0.7 0.5
O -1.76106 1.66997 0.64542 -0.8 0.7 0.1
O 0.94677 -1.17929 1.24552 1.9 0.2 1.3
O 0.22043 -2.15689 -1.11962 1.5 -0.7 -1.1
S 1.95163 1.04891 -0.95514 0.1 -0.3 1.7
H 0.69360 2.18205 0.77123 1.1 -1.0 0.8
H 2.31217 1.28237 1.49754 -2.4 0.0 -0.9
H 0.31280 0.64283 -2.51186 -0.8 -0.1 -0.9
H -0.11259 1.96349 -1.20765 -1.4 1.0 -0.3
H -0.28472 0.45566 1.96332 1.0 -0.8 -0.3
H -1.59826 -1.46734 -1.25948 -0.8 -0.7 0.2
H -1.12146 -2.23510 0.50614 -0.1 1.2 -2.6
H 1.85716 -1.05580 1.62728 -1.4 -0.1 -0.5
H 0.78120 -2.65890 -0.51892 -0.1 0.4 0.1
```
Positions in Å, forces in eV/Å.



No. 2
A structure of composition C27H34BF3O, computed with ωB97M-V/def2-TZVPD.

Calculated values
Total charge: 0
Total energy, a.u.: -1448.991366
Gap between HOMO and LUMO, eV: 7.96
Highest occupied orbital energy, eV: -8.408
LUMO, eV: -0.45

Geometry as XYZ:
```
66
Properties=species:S:1:pos:R:3:forces:R:3
C -4.57245 2.32936 3.21226 -0.1 0.2 0.1
C -3.89572 1.35699 2.28188 0.4 -0.4 -0.1
C -3.18520 0.28540 2.83932 -0.3 0.4 -0.7
C -2.50759 -0.64994 2.04801 0.0 0.4 0.3
C -1.78308 -1.69347 2.86413 0.1 -0.2 0.4
C -2.51004 -0.54196 0.64040 -0.5 0.4 -0.2
C -1.75317 -1.51675 -0.28258 0.2 0.1 0.5
C -2.35630 -2.92694 -0.17858 -0.2 -0.3 -0.3
C -0.20726 -1.56376 0.01527 -1.0 -1.3 0.2
C 0.58443 -0.38051 -0.46912 -1.8 2.3 -1.0
C 1.76730 0.01160 0.32313 2.4 0.7 0.9
C 2.09266 1.40721 0.58788 -0.2 -1.1 -0.1
C 1.24430 2.57905 0.15372 0.2 0.5 -0.2
C 3.23277 1.75172 1.31393 0.1 -0.4 0.2
C 4.08904 0.78286 1.86229 -0.8 -0.4 -0.6
C 5.32316 1.19100 2.59201 0.4 0.1 0.4
C 3.75455 -0.57094 1.67985 0.0 1.3 0.1
C 2.64886 -0.95700 0.91342 -0.4 0.5 0.0
C 2.46779 -2.45082 0.82847 0.3 -0.3 0.0
C -3.31592 0.48606 0.06773 0.3 0.2 1.0
C -3.54588 0.60500 -1.40789 0.1 0.2 -0.3
C -3.94096 1.45518 0.88570 0.3 -0.7 0.2
H -4.94226 3.21505 2.68121 0.1 -0.2 0.1
H -5.42376 1.85618 3.71998 0.1 0.1 -0.2
H -3.88105 2.65452 4.00501 -0.2 0.0 -0.3
H -3.15345 0.18919 3.92945 0.0 0.0 -0.3
H -1.43440 -2.53922 2.28618 0.1 0.0 0.1
H -0.93050 -1.24412 3.39551 -0.1 -0.1 -0.3
H -2.44469 -2.07886 3.65542 0.1 0.1 -0.3
H -1.89316 -1.17469 -1.31348 0.1 -0.3 0.2
H -3.40640 -2.94839 -0.50361 0.2 0.2 0.1
H -1.81330 -3.63087 -0.82304 0.0 0.2 0.1
H -2.34654 -3.33160 0.83859 0.1 0.1 -0.2
H -0.14273 -1.67386 1.13046 0.4 0.3 -1.1
H 0.19032 -2.49151 -0.45490 -0.4 0.6 0.5
H -0.14202 0.59211 -0.36983 1.7 -2.5 -0.1
H 1.55423 3.46957 0.72834 -0.1 -0.4 -0.3
H 1.40025 2.81659 -0.91233 -0.2 -0.1 0.3
H 0.17899 2.45891 0.35352 0.0 -0.2 -0.1
H 3.43674 2.82357 1.47946 0.0 -0.6 -0.1
H 5.77465 0.32128 3.09053 -0.1 0.3 0.0
H 6.07697 1.59896 1.89792 -0.3 -0.1 0.2
H 5.09879 1.97046 3.34220 0.2 -0.3 -0.3
H 4.37059 -1.33008 2.17624 -0.2 0.2 -0.4
H 3.41702 -2.91356 1.12807 -0.3 0.0 -0.1
H 1.70619 -2.81917 1.53072 0.1 0.1 -0.3
H 2.24471 -2.79651 -0.18015 -0.1 0.0 0.1
H -3.92970 1.60094 -1.63428 -0.1 -0.1 -0.1
H -2.62891 0.47479 -1.98478 -0.5 -0.1 -0.1
H -4.27753 -0.12776 -1.76871 0.2 0.1 0.0
H -4.46841 2.28329 0.40592 0.0 -0.3 0.2
C 2.55987 1.31321 -4.88656 1.8 0.9 -1.9
C 1.85557 0.92579 -3.70068 -1.4 -0.9 2.5
C 0.71252 1.58397 -3.29017 -1.3 0.2 0.0
C -0.02905 0.65734 -2.52300 1.8 0.6 -1.3
C 0.80441 -0.48834 -2.33016 -1.3 1.0 2.5
B 0.62779 -2.28561 -3.30854 0.3 0.3 0.2
F -0.74321 -2.52447 -3.34883 1.5 0.0 0.2
F 1.22036 -2.16151 -4.58946 -0.9 0.0 2.0
F 1.41330 -2.92982 -2.33777 -1.0 -0.1 -1.5
O 2.05584 -0.15722 -2.91099 0.0 0.6 -1.7
H 2.02982 2.18218 -5.30306 0.2 -0.2 0.2
H 3.58801 1.64416 -4.67674 -0.1 -0.3 -0.1
H 2.59017 0.60649 -5.74587 0.0 -0.1 1.0
H 0.48064 2.62208 -3.59574 -0.2 -1.0 0.1
H -0.98803 0.79721 -2.05331 0.2 0.0 -0.4
```
Positions in Å, forces in eV/Å.



No. 3
A cluster of 2 separate species, CH4NOP in total, computed with ωB97M-V/def2-TZVPD.

Calculated values
Total charge: 0
Total energy, a.u.: -511.717117
Gap between HOMO and LUMO (spin up / spin down), eV: 9.02 / 9.02
Highest occupied orbital energy (spin up / spin down), eV: -8.755 / -8.755
LUMO (spin up / spin down), eV: 0.27 / 0.27

Geometry as XYZ:
```
8
Properties=species:S:1:pos:R:3:forces:R:3
C 0.22635 -0.64137 -0.03263 0.7 3.1 -1.8
N 0.40699 -1.77616 -0.38622 2.5 -3.0 -0.2
O -1.43753 1.49850 -0.13376 -0.1 -0.8 0.7
P -1.15159 0.23663 0.85465 0.5 -0.5 0.8
H 1.21031 0.78018 -0.58676 -1.4 -2.1 0.8
H 1.31502 -2.29562 -0.73485 -2.4 2.0 0.6
H -0.60060 1.56424 -0.58998 1.1 0.9 -1.1
H 0.03105 0.63359 1.60955 -0.9 0.3 0.2
```
Positions in Å, forces in eV/Å.



No. 4
A structure of composition C31H47LaNO2P2S2, computed with ωB97M-V/def2-TZVPD.

Calculated values
Total charge: +1
Total energy, a.u.: -2924.437644
Gap between HOMO and LUMO (spin up / spin down), eV: 3.42 / 5.35
Highest occupied orbital energy (spin up / spin down), eV: -9.288 / -9.289
LUMO (spin up / spin down), eV: -5.86 / -3.94

Geometry as XYZ:
```
86
Properties=species:S:1:pos:R:3:forces:R:3
La 0.67476 0.66777 1.35386 -10.1 -0.5 -4.3
C 1.33686 0.45627 3.53936 1.3 1.2 2.8
C 2.38666 1.00717 2.71606 2.0 2.7 3.5
C 0.60416 2.48287 2.67266 1.1 2.2 4.1
C 0.21856 1.32467 3.47566 1.4 2.7 3.6
C 1.93406 2.29387 2.21816 2.5 2.3 4.3
C 1.45236 -0.77153 4.38616 0.1 -0.1 0.1
H 2.14846 -1.49733 3.95716 0.0 0.0 0.0
H 0.48396 -1.26053 4.52176 0.7 0.2 0.1
H 1.82946 -0.49903 5.38046 -0.1 -0.1 -0.2
C -1.08874 1.17787 4.18706 0.0 0.1 -0.3
H -1.23264 0.15527 4.54576 0.1 0.7 0.1
H -1.91324 1.42397 3.51056 -0.2 0.0 0.1
H -1.13594 1.85167 5.05286 0.0 -0.1 -0.2
C -0.22174 3.71557 2.49686 0.0 -0.1 -0.3
H -0.12474 4.34767 3.39016 -0.2 -0.1 -0.2
H -1.27404 3.46297 2.35356 -0.1 0.2 0.1
H 0.10666 4.29587 1.63126 -0.1 0.0 0.1
C 2.77076 3.30087 1.49176 0.0 -0.1 -0.2
H 3.28446 3.95617 2.20756 -0.1 -0.1 -0.1
H 2.15926 3.93067 0.84076 0.1 0.0 0.0
H 3.54056 2.82417 0.87856 0.0 0.1 0.1
C 3.80006 0.51307 2.65546 0.0 -0.1 -0.2
H 4.41036 1.02327 3.41286 -0.2 -0.1 -0.1
H 4.25616 0.70617 1.68096 0.0 0.0 0.1
H 3.86036 -0.56003 2.85046 0.0 0.1 0.0
C -0.26774 -1.18233 0.56146 -0.8 -7.7 -1.1
C 0.87946 -1.52933 1.28986 -2.0 -6.5 -1.4
C 2.18736 -1.96363 0.66056 0.0 0.4 0.3
C 2.60886 -1.02193 -0.47914 -0.1 0.4 -0.2
C 2.14486 0.40987 -0.22514 3.4 0.4 -5.3
C 0.96606 0.95957 -0.78294 3.0 0.9 -6.8
C -0.00184 0.14957 -1.61604 -0.2 0.3 0.4
C -0.37264 -1.20183 -0.95524 0.0 0.2 0.2
H 2.10676 -3.00333 0.30576 -0.1 0.2 0.1
H 2.20576 -1.37133 -1.43494 0.1 0.0 0.1
H 2.96146 -1.96493 1.43506 -0.1 -0.1 -0.1
H 0.25706 -2.00723 -1.35064 -0.1 0.2 0.2
H -1.21314 -1.23453 1.09006 0.0 0.3 -0.1
H 0.71426 -1.90243 2.29716 0.0 0.4 0.0
H -1.40254 -1.45333 -1.22374 0.1 0.0 0.1
H -0.91054 0.74157 -1.74004 0.0 0.0 -0.2
H 0.94626 2.03177 -0.96994 0.0 0.1 0.1
H 0.41636 -0.02453 -2.61994 -0.1 0.1 0.2
H 3.69926 -1.03333 -0.58434 -0.2 0.1 0.1
H 2.95046 1.10897 -0.02014 -0.1 0.1 -0.1
P -0.54144 -0.06363 -5.92544 0.0 -0.6 0.3
P -0.19294 2.66757 -7.47764 0.0 0.6 -0.4
C -0.55314 -0.12623 -7.78974 -0.1 -0.1 0.1
C -0.90574 1.22587 -8.42274 0.2 0.2 -0.2
H -1.29834 -0.87623 -8.08294 0.3 0.0 -0.1
H 0.42336 -0.48173 -8.14654 -0.2 0.1 0.1
H -0.49834 1.27397 -9.44044 -0.2 0.0 0.0
H -1.99484 1.34747 -8.50264 0.2 0.1 0.1
C -1.01284 4.06177 -8.38944 0.1 -0.2 -0.1
H -0.55834 5.00947 -8.08294 0.0 -0.1 0.0
H -2.07484 4.10347 -8.12914 0.1 0.0 0.0
H -0.91514 3.95607 -9.47714 0.0 0.0 0.1
C 1.47266 2.73667 -8.29394 -0.1 0.0 0.0
H 1.39666 2.74207 -9.38824 0.0 0.0 0.2
H 2.06686 1.87127 -7.98364 0.0 0.1 0.0
H 2.00036 3.63977 -7.97114 -0.1 -0.1 0.0
C -1.99184 -1.17603 -5.60274 0.1 0.0 0.0
H -2.05584 -1.39133 -4.53124 0.0 0.0 -0.1
H -1.91634 -2.12313 -6.15114 0.0 0.1 0.1
H -2.91464 -0.66703 -5.89874 0.1 -0.1 0.0
C 0.82476 -1.27563 -5.59104 -0.1 -0.1 -0.1
H 1.78946 -0.83133 -5.85374 -0.1 0.0 0.0
H 0.69506 -2.20803 -6.15484 0.1 0.1 0.1
H 0.84646 -1.50823 -4.52134 0.0 0.0 -0.1
O -1.37924 -0.24283 7.99076 -1.8 -4.4 1.3
S -1.32004 -1.76023 7.74936 7.1 5.6 -4.5
O 0.12196 -2.25413 7.93276 -4.7 -0.6 1.4
N -1.00534 -1.47283 6.04796 -0.3 -0.3 -3.1
C -1.75184 -2.01383 5.13876 1.4 1.1 0.7
S -1.51494 -1.69443 3.25506 -1.3 -1.0 3.1
C -2.80174 -2.80693 5.78266 -0.9 -0.6 -0.9
C -3.83364 -3.54943 5.20686 -0.1 -0.2 1.1
C -4.73244 -4.22953 6.05606 0.7 0.5 0.6
C -4.59094 -4.15223 7.45606 0.2 0.1 -0.8
C -3.55314 -3.40443 8.01396 0.0 0.0 -0.3
C -2.67244 -2.74313 7.16446 -1.7 -1.3 2.2
H -3.94444 -3.60593 4.13416 0.1 0.1 -0.1
H -5.54084 -4.80933 5.63846 0.0 0.0 -0.1
H -5.28164 -4.66853 8.10776 0.0 0.0 -0.1
H -3.43274 -3.33583 9.08766 0.0 0.0 0.0
```
Positions in Å, forces in eV/Å.



No. 5
The molecule C4H10N2, computed with ωB97M-V/def2-TZVPD.

Calculated values
Total charge: 0
Total energy, a.u.: -267.857947
Gap between HOMO and LUMO, eV: 7.64
Highest occupied orbital energy, eV: -6.522
Structure (SMILES): CC/C(N)=C/N
LUMO, eV: 1.12

Geometry as XYZ:
```
16
Properties=species:S:1:pos:R:3:forces:R:3
C 0.44596 -2.05485 -0.32535 0.1 -0.9 1.2
C 1.07594 -0.69581 0.02176 -1.4 -0.9 0.0
C 0.03613 0.34018 0.41031 0.4 0.6 0.3
C -1.06048 0.56739 -0.34949 0.5 -0.3 -0.1
N -1.42492 1.82171 -0.83237 -0.8 -0.5 1.2
N 0.57936 1.32624 1.26862 0.4 0.8 -0.6
H 1.01783 -2.87594 0.11616 0.7 0.1 -0.5
H -0.45074 -2.24188 0.27614 -0.5 0.5 -0.6
H 0.30336 -2.27869 -1.37750 -0.2 0.2 0.0
H 1.83912 -0.83773 0.78328 0.0 0.2 0.1
H 1.51840 -0.28225 -0.88572 0.5 0.0 0.2
H -1.70772 -0.26152 -0.60525 0.4 -0.2 -0.9
H -0.73175 2.51222 -1.03901 -0.1 0.1 0.0
H -2.39046 1.93820 -1.07004 0.1 0.6 -0.2
H 0.99640 0.94048 2.10092 0.1 -0.1 -0.1
H -0.04642 2.08225 1.50754 -0.1 -0.1 0.0
```
Positions in Å, forces in eV/Å.



No. 6
A structure of composition C9H18F2Li2NO13S2, computed with ωB97M-V/def2-TZVPD.

Calculated values
Total charge: +1
Total energy, a.u.: -2397.374667
Gap between HOMO and LUMO, eV: 6.28
Highest occupied orbital energy, eV: -11.935
LUMO, eV: -5.65

Geometry as XYZ:
```
47
Properties=species:S:1:pos:R:3:forces:R:3
Li -4.86907 -17.80299 0.27079 0.0 -0.4 -0.3
Li -7.99177 -14.88879 2.00107 -0.4 -0.1 -0.3
N -8.54916 -17.71274 -0.29862 -0.2 -3.6 3.4
S -9.63840 -19.03704 -0.13499 -0.1 -4.6 5.4
O -9.40211 -20.18399 -0.96760 -0.1 1.7 0.1
O -10.95794 -18.84853 0.43248 1.5 1.3 -1.8
F -8.91226 -19.54414 1.26204 0.4 0.7 -0.6
S -9.06572 -17.37955 -1.65606 -2.1 6.1 -9.1
O -10.19149 -16.41219 -1.54449 1.8 -2.5 -0.4
O -8.94768 -18.29944 -2.78452 -1.3 0.5 2.4
F -7.89271 -16.41682 -2.19720 0.8 0.9 1.2
C -2.54008 -25.09423 -1.34348 -0.5 0.4 -1.4
O -2.74888 -23.65467 -1.22743 -1.0 1.7 -0.7
C -3.22000 -22.82203 -2.27426 1.6 1.0 1.5
O -3.61905 -21.64088 -2.09432 1.1 -4.7 -0.7
O -2.89491 -23.43925 -3.43590 -0.5 0.2 1.5
C -3.30163 -22.81489 -4.61342 -0.7 1.5 -1.0
H -3.46232 -25.58741 -1.03631 0.2 0.0 0.3
H -1.66381 -25.43753 -0.79357 -0.2 0.6 0.4
H -2.35985 -25.34735 -2.38825 0.0 0.0 0.1
H -4.38579 -22.86088 -4.71631 0.0 -0.4 -0.2
H -2.78665 -23.22914 -5.48020 -0.1 -0.3 0.4
H -3.08476 -21.74741 -4.57391 0.2 0.0 0.0
C -3.50348 -11.41849 -1.27118 -0.7 -0.5 -0.3
O -2.56751 -11.86834 -0.26383 0.5 1.3 -0.5
C -2.87621 -12.71916 0.70800 -0.8 -0.2 -0.4
O -3.82552 -13.48524 0.69773 0.4 0.4 0.1
O -2.01824 -12.68573 1.71163 -0.5 0.0 0.6
C -0.88103 -11.79424 1.74129 0.1 -0.5 -0.4
H -3.50903 -10.35417 -1.50633 0.5 0.3 1.3
H -4.50245 -11.70123 -0.93921 0.1 -0.2 -0.4
H -3.24989 -11.76823 -2.27191 0.0 -1.0 0.3
H -0.24140 -12.21573 2.51675 0.1 -0.1 -0.4
H -1.08585 -10.77155 2.05789 -0.6 -0.1 -0.3
H -0.48820 -11.85106 0.72612 0.6 0.4 0.4
C -0.45191 -17.89933 6.77526 -0.2 -2.0 1.0
O -1.14509 -17.86343 5.53218 -0.9 -0.1 -2.2
C -1.59972 -18.97732 4.86017 0.7 -0.6 0.4
O -2.42346 -18.95700 3.93762 2.2 0.2 2.5
O -0.93069 -20.11124 5.34965 -1.7 2.5 0.0
C -1.29278 -21.36935 4.78254 0.9 0.6 -1.4
H -0.05924 -16.96879 7.18513 -0.7 0.5 -0.9
H 0.40087 -18.57816 6.76899 -0.1 -0.1 -0.3
H -1.19819 -18.32060 7.44882 0.4 0.1 0.6
H -1.61243 -22.09114 5.53415 0.0 0.3 -0.1
H -0.35934 -21.62267 4.27992 -0.1 -0.9 0.2
H -1.98129 -21.16767 3.96195 -0.5 -0.4 0.4
```
Positions in Å, forces in eV/Å.



no.,strongest force on any atom (eV/Å)
1,4.79
2,3.13
3,3.93
4,11.01
5,1.66
6,11.16